Below is a 12-piece molecular cluster, C47H97O26P overall in a non-equilibrium geometry, with properties calculated with the ωB97M-V functional and the def2-TZVPD basis.

```
171
Properties=species:S:1:pos:R:3:lowdin_charge:R:1
P -21.103 4.958 -17.352 0.440
O -12.223 -4.708 -8.986 -0.049
O -18.377 2.642 -8.058 0.072
O -26.840 1.052 -12.308 0.006
O -22.455 5.424 -17.131 -0.218
O -11.017 14.826 -10.610 0.087
O -11.857 0.665 -12.677 0.000
O -21.409 11.185 -9.270 -0.012
O -12.291 11.938 -2.159 0.010
O -27.046 2.353 -10.456 0.065
O -9.858 -0.365 -12.722 0.082
O -17.561 4.609 -9.009 -0.010
O -7.900 1.908 -4.024 0.039
O -19.980 6.095 -17.070 -0.212
O -12.277 12.888 -10.433 -0.018
O -24.232 11.987 -3.982 -0.015
O -20.660 3.706 -16.437 -0.207
O -19.902 8.763 1.088 0.028
O -18.488 7.239 1.980 0.066
O -12.394 9.659 -2.114 0.107
O -11.259 -5.806 -7.185 0.061
O -22.924 13.296 -2.706 0.076
O -20.958 -0.973 2.157 0.100
O -9.549 0.838 -2.667 -0.031
O -20.813 4.436 -18.875 -0.207
O -20.819 0.671 0.667 0.002
O -22.658 13.109 -9.816 0.070
C -26.834 -0.205 -11.672 -0.240
C -15.409 4.666 -7.762 -0.072
C -10.046 1.509 -11.289 0.022
C -8.483 0.882 -3.570 -0.432
C -23.897 13.168 -3.440 -0.531
C -13.092 -3.032 -7.446 -0.065
C -20.277 9.172 2.383 -0.240
C -23.561 10.741 -3.598 -0.190
C -23.612 10.903 -10.160 0.013
C -11.702 12.212 -11.527 -0.259
C -27.112 3.399 -12.610 0.017
C -24.278 9.502 -4.192 -0.067
C -11.212 -5.406 -8.367 -0.467
C -22.508 11.879 -9.713 -0.458
C -10.110 2.055 -2.149 -0.204
C -20.327 11.988 -8.856 -0.264
C -7.887 -0.462 -3.927 0.003
C -11.832 14.124 -10.033 -0.488
C -18.539 3.744 -8.606 -0.508
C -10.586 0.522 -12.321 -0.534
C -19.322 0.804 2.469 0.028
C -21.879 0.985 -1.467 -0.079
C -26.990 2.179 -11.680 -0.527
C -21.206 2.479 -16.652 -0.156
C -19.075 11.168 -8.502 -0.057
C -26.546 -1.260 -12.707 -0.062
C -13.938 -0.315 -13.268 -0.071
C -18.755 7.355 -0.422 0.020
C -20.443 0.024 1.726 -0.576
C -19.879 4.256 -8.846 0.001
C -13.396 -4.315 -8.282 -0.198
C -20.907 10.545 2.363 -0.067
C -14.489 12.306 -1.192 -0.071
C -12.487 14.656 -8.774 0.011
C -16.174 4.215 -9.001 -0.229
C -12.423 -0.363 -13.471 -0.224
C -10.003 -5.504 -9.243 0.008
C -12.092 10.700 -2.628 -0.564
C -11.547 1.758 -1.581 -0.073
C -12.226 10.807 -11.563 -0.084
C -11.430 10.659 -3.947 0.010
C -12.991 12.014 -0.926 -0.220
C -19.025 7.820 1.029 -0.539
C -21.800 4.428 -19.875 -0.130
C -20.099 6.828 -15.854 -0.108
C -21.877 0.147 -0.183 -0.191
C -24.701 14.338 -3.906 0.012
H -21.896 10.566 1.905 0.074
H -22.167 2.469 -17.166 0.091
H -18.468 0.944 1.806 0.081
H -20.956 8.442 2.823 0.133
H -12.618 12.891 -0.399 0.119
H -20.005 5.293 -8.534 0.091
H -19.710 7.842 -15.949 0.092
H -24.781 14.477 -4.984 0.089
H -25.174 9.351 -3.591 0.069
H -13.143 13.937 -8.284 0.079
H -11.731 9.749 -4.467 0.092
H -20.569 12.695 -8.062 0.122
H -21.049 10.798 3.413 0.081
H -11.707 14.723 -8.015 0.085
H -12.458 -2.241 -7.847 0.075
H -11.822 10.279 -12.427 0.082
H -25.715 14.245 -3.518 0.088
H -7.605 -0.502 -4.979 0.088
H -16.053 3.134 -8.938 0.110
H -23.740 8.555 -4.160 0.075
H -18.425 11.791 -7.888 0.076
H -12.846 15.673 -8.935 0.092
H -13.313 10.739 -11.574 0.080
H -20.289 11.244 1.798 0.084
H -11.662 11.533 -4.555 0.085
H -21.349 4.616 -20.849 0.088
H -27.405 -1.262 -13.377 0.082
H -20.552 1.953 -17.347 0.092
H -19.596 6.238 -15.088 0.087
H -10.101 1.065 -10.295 0.087
H -14.973 11.378 -1.497 0.070
H -11.632 1.094 -0.721 0.067
H -27.820 3.336 -13.437 0.083
H -12.101 2.677 -1.389 0.071
H -14.984 12.669 -0.291 0.075
H -20.547 3.741 -8.155 0.094
H -18.557 10.978 -9.442 0.073
H -13.771 -5.146 -7.684 0.122
H -19.424 10.282 -7.972 0.077
H -14.673 12.979 -2.030 0.074
H -15.898 4.320 -6.851 0.083
H -24.221 11.471 -10.864 0.079
H -22.875 0.275 0.235 0.123
H -21.269 1.967 -15.692 0.098
H -20.205 4.136 -9.879 0.099
H -22.430 0.560 -2.306 0.081
H -26.393 -2.232 -12.239 0.081
H -9.049 1.881 -11.524 0.089
H -23.197 10.106 -10.776 0.080
H -14.320 4.614 -7.782 0.080
H -8.512 -1.310 -3.644 0.081
H -6.954 -0.528 -3.368 0.090
H -21.717 -0.891 -0.475 0.123
H -22.640 5.116 -19.785 0.087
H -26.152 3.616 -13.078 0.079
H -14.105 -4.001 -9.049 0.114
H -18.124 8.099 -0.908 0.079
H -27.772 -0.360 -11.138 0.130
H -27.219 4.277 -11.973 0.081
H -9.208 -4.792 -9.022 0.091
H -12.745 -3.209 -6.429 0.069
H -14.218 -0.672 -12.277 0.074
H -19.619 7.228 -1.074 0.077
H -21.132 6.886 -15.511 0.079
H -12.116 -1.374 -13.202 0.124
H -12.190 -0.190 -14.522 0.127
H -23.478 10.604 -2.519 0.118
H -10.612 12.182 -11.514 0.131
H -22.277 3.452 -19.969 0.085
H -18.213 6.410 -0.418 0.080
H -20.026 12.671 -9.650 0.118
H -14.082 -2.593 -7.316 0.065
H -22.555 10.765 -4.017 0.115
H -10.167 -5.223 -10.283 0.084
H -10.786 2.309 -11.282 0.075
H -24.261 15.251 -3.506 0.088
H -19.067 0.176 3.323 0.079
H -10.344 10.615 -3.863 0.094
H -15.670 4.566 -9.902 0.121
H -26.084 -0.192 -10.881 0.125
H -24.588 9.711 -5.216 0.071
H -25.614 -1.023 -13.219 0.081
H -9.518 2.473 -1.335 0.119
H -9.591 -6.507 -9.129 0.091
H -24.288 10.544 -9.383 0.083
H -14.374 -0.951 -14.038 0.076
H -19.432 9.268 3.064 0.124
H -12.180 1.226 -2.292 0.066
H -11.865 10.314 -10.660 0.077
H -15.531 5.746 -7.845 0.068
H -14.429 0.655 -13.340 0.074
H -19.755 1.739 2.826 0.084
H -13.069 11.147 -0.271 0.120
H -20.876 1.073 -1.885 0.070
H -12.114 12.624 -12.448 0.125
H -10.292 2.836 -2.888 0.116
H -22.001 2.023 -1.157 0.076
```

As for the molecular weight: 1109.2 Da. The value obtained for the largest force on an atom is 4.61 eV/A. Its total energy is -4146.6641 a.u. The spin multiplicity is 1. Its gap between HOMO and LUMO is 10.16 eV. The HOMO energy comes out at -0.3727 hartree.